(1)
C9H17I2O3 | ωB97M-V with the def2-TZVPD basis set

For the HOMO-LUMO gap, the calculation gives 5.02 eV. The total energy is -1174.2086 hartree. The LUMO energy comes out at 2.737 eV. As for the net charge: -1.

Each line ends with the Löwdin charge.
CARTESIAN COORDINATES (ANGSTROEM)
C (4.25, -1.24, 0.94)  -0.071
C (4.13, 0.27, 0.69)  -0.151
C (3.48, 0.55, -0.64)  -0.482
O (4.12, 0.61, -1.70)  0.080
O (2.14, 0.73, -0.58)  -0.063
C (1.36, -0.39, -1.05)  -0.277
C (-0.04, 0.05, -1.33)  -0.309
C (-0.93, 0.54, -0.15)  -0.643
I (-0.12, -0.10, 1.81)  0.611
C (-2.25, -0.21, -0.30)  -0.440
C (-3.39, 0.14, 0.65)  -0.368
C (-4.37, -1.03, 0.77)  -0.662
I (-3.60, -2.67, 1.90)  0.674
H (3.44, -1.78, 0.47)  0.064
H (5.19, -1.61, 0.54)  0.069
H (4.23, -1.43, 2.00)  0.068
H (5.10, 0.75, 0.68)  0.107
H (3.54, 0.71, 1.48)  0.102
H (1.40, -1.20, -0.33)  0.054
H (1.82, -0.74, -1.98)  0.120
H (-0.53, -0.81, -1.81)  0.094
H (0.04, 0.86, -2.04)  0.099
H (-2.10, -1.30, -0.32)  0.055
H (-2.59, 0.06, -1.30)  0.104
H (-3.95, 0.99, 0.26)  0.085
H (-3.04, 0.42, 1.63)  0.053
H (-5.30, -0.73, 1.22)  0.025
H (-4.60, -1.40, -0.23)  0.035
O (-2.67, 2.98, -0.42)  -0.077
H (-3.06, 3.86, -0.34)  0.020
H (-1.72, 3.12, -0.53)  0.024

***

(2)
C9H17N2O | ωB97M-V with the def2-TZVPD basis set

For the HOMO-LUMO gap (spin up / spin down), the calculation gives 7.02 / 6.45 eV. The total energy is -537.5015 hartree. The LUMO energy (spin up / spin down) comes out at -3.614 / -4.011 eV. As for the net charge: +1.

Each line ends with the Löwdin charge.
CARTESIAN COORDINATES (ANGSTROEM)
C (3.23, 1.62, 1.83)  0.094
C (2.74, 0.47, 1.27)  -0.288
C (1.45, 0.41, 0.65)  -0.280
C (-2.59, 0.42, -0.79)  -0.254
C (-0.13, -0.90, -0.62)  -0.263
C (3.74, -0.70, 1.04)  -0.051
C (-3.13, 1.53, 0.08)  -0.015
C (-3.50, -0.28, -1.72)  -0.042
C (-0.34, -2.18, -1.39)  -0.003
N (1.00, -0.65, -0.04)  0.137
N (-1.32, -0.08, -0.42)  0.156
O (0.50, 1.26, 1.16)  0.043
H (4.33, 1.48, 2.08)  0.100
H (2.69, 2.51, 1.89)  0.045
H (3.14, -1.59, 1.27)  0.074
H (4.63, -0.61, 1.77)  0.118
H (4.12, -0.76, -0.01)  0.096
H (-4.12, 1.77, -0.20)  0.071
H (-2.44, 2.33, -0.09)  0.091
H (-3.20, 1.22, 1.11)  0.101
H (-3.57, -1.34, -1.45)  0.095
H (-3.30, 0.01, -2.80)  0.120
H (-4.49, 0.22, -1.60)  0.087
H (-0.96, -2.02, -2.28)  0.082
H (-0.81, -2.96, -0.68)  0.130
H (0.63, -2.50, -1.72)  0.072
H (1.83, -1.30, -0.38)  0.227
H (-1.02, 0.62, 0.29)  0.108
H (0.89, 1.98, 1.76)  0.150